[1]
A 10-piece molecular cluster, C35H46F9NO28P overall in a non-equilibrium geometry, computed with wB97M-V/def2-TZVPD.

Total charge ... -1
2S+1 ... 1
Strongest force on any atom ... 1.781 eV/Å
LUMO ... 1.59 eV
Kohn-Sham gap ... 4.35 eV

```
120
Properties=species:S:1:pos:R:3:forces:R:3
P 3.447 -0.403 -5.365 -0.03 -0.92 -0.73
F -4.624 9.659 1.419 -0.06 -0.07 0.07
F -2.248 -4.612 -4.979 -0.03 0.00 -0.17
F -5.335 -2.563 -1.752 0.07 -0.99 -1.08
F -7.353 -2.564 0.862 0.04 0.05 0.03
F 5.679 2.495 1.727 -0.03 -0.13 0.12
F -1.739 -2.247 3.018 -0.03 0.12 0.01
F -2.258 5.178 -2.599 0.07 0.13 0.01
F -0.970 1.942 -0.872 0.03 -0.17 -0.03
F -0.813 2.340 9.188 0.05 -0.03 0.11
O -4.706 5.316 2.315 -0.33 -0.93 -0.07
O -0.595 -0.192 -1.559 -0.37 -0.15 0.05
O -4.132 -0.134 -0.968 0.31 0.06 -0.21
O -3.097 6.831 2.676 -0.10 0.38 -0.06
O -5.488 -1.433 0.259 -0.28 1.22 1.11
O -0.771 -0.331 3.741 0.33 -0.37 -0.01
O 6.385 -4.462 -1.262 -0.02 -0.07 -0.07
O -4.756 -4.060 -0.151 0.37 0.05 -0.21
O 4.382 0.802 2.487 0.41 -0.01 0.18
O -1.525 -1.311 0.138 -0.02 0.22 -0.01
O -4.127 -6.013 0.769 -0.03 -0.59 0.82
O 5.424 -0.942 1.560 0.20 0.31 0.03
O -1.248 7.052 -1.824 0.35 -0.33 -0.05
O -2.729 -0.210 -4.959 -0.61 0.85 0.09
O -0.389 -2.426 -1.434 0.16 -0.77 -0.34
O 0.616 -1.174 11.486 0.00 -0.65 0.75
O -0.871 -1.456 -4.922 -0.15 -0.25 -0.13
O -2.857 -2.448 -5.155 0.05 -0.17 -0.35
O -0.189 0.770 10.692 0.38 0.23 -0.09
O -0.478 6.297 0.134 -0.18 -0.26 -0.23
O 3.482 -1.255 2.628 -0.55 -0.30 0.19
O -3.750 -5.618 -1.403 -0.14 0.35 -0.13
O 0.072 -1.046 5.687 -0.19 -0.27 -0.20
O 0.165 1.128 5.174 0.15 0.89 0.28
O -5.078 7.490 1.870 0.07 0.18 0.42
O -0.317 8.473 -0.355 0.10 0.87 0.26
O -6.348 -0.035 -1.252 -0.22 -0.10 0.21
O 1.119 -0.510 9.407 -0.13 0.35 -0.10
N 4.457 -1.224 -4.344 -0.69 0.47 -0.11
C -0.643 -1.748 3.631 -0.34 -0.01 -0.07
C 6.164 0.228 1.178 0.26 -0.22 -0.05
C 4.563 -3.643 -2.736 1.19 -0.96 0.40
C 2.061 0.211 -4.292 1.43 0.86 0.23
C -0.632 -2.868 -4.877 0.44 -0.05 0.05
C 5.139 -4.775 -1.865 -0.42 0.97 -0.65
C -4.343 -3.409 -1.342 -0.19 -0.26 0.13
C -4.155 -4.568 -2.294 0.19 -0.03 -0.19
C 0.234 1.590 9.613 -0.45 -0.17 -0.06
C 5.468 -3.428 -3.932 -1.13 1.37 -0.18
C -4.421 8.664 2.318 0.00 -0.07 -0.50
C 4.362 1.174 -5.793 -0.77 -0.37 1.23
C -1.138 5.189 -0.506 0.20 -0.27 0.23
C -2.977 8.227 2.360 0.35 0.01 0.15
C 4.342 -0.538 2.254 0.08 0.01 -0.18
C 0.655 0.571 8.582 0.29 -0.05 -0.21
C -7.439 -0.820 -0.748 -0.24 0.24 -0.15
C -1.528 0.693 -0.960 0.79 0.39 0.10
C -0.793 -1.408 -0.993 0.13 0.45 0.04
C -0.570 -2.176 5.076 0.22 -0.19 0.23
C 2.607 0.711 -2.989 -0.14 0.00 0.71
C -5.218 -0.497 -0.686 -0.70 -0.20 0.14
C 4.810 -2.478 -4.948 0.48 -0.24 0.45
C 0.525 -0.390 10.616 -0.08 0.28 -0.53
C -0.148 0.030 4.893 -0.12 -0.38 -0.07
C -1.885 -3.411 -5.517 -0.08 0.05 0.43
C -4.330 6.428 2.289 0.28 0.51 -0.09
C -2.197 -1.256 -5.008 0.62 -0.40 0.25
C 6.313 -3.680 -0.094 -0.14 -0.34 -0.49
C -1.713 0.083 0.404 -0.15 0.12 0.47
C 5.708 1.228 2.214 -0.32 0.24 -0.32
C -0.647 7.381 -0.652 -0.17 -0.40 -0.07
C -6.873 -1.336 0.553 0.19 -0.43 -0.17
C -4.203 -5.308 -0.166 -0.08 0.29 -0.58
C -1.162 5.634 -1.948 -0.45 0.06 0.02
H -4.832 8.966 3.283 -0.06 0.10 -0.05
H 5.698 -4.376 -4.391 0.33 -0.44 -0.25
H 1.442 0.932 7.927 0.13 -0.17 0.03
H 1.398 -0.575 -4.010 -0.64 -0.72 -0.49
H 3.109 -0.094 -2.484 0.47 -0.47 0.18
H -3.438 -2.831 -1.146 -0.11 0.15 -0.03
H -1.559 -2.315 5.514 -0.09 0.07 -0.16
H -2.693 0.271 0.822 -0.11 -0.21 -0.01
H 6.582 -4.288 0.756 0.33 -0.14 0.48
H 0.011 -3.081 5.222 0.20 0.12 0.08
H 0.278 -3.132 -5.409 0.05 0.30 -0.08
H 3.571 -3.897 -3.072 -0.60 -0.24 -0.05
H 6.286 1.217 3.140 0.00 0.13 -0.01
H -0.956 0.425 1.110 0.15 0.08 -0.13
H 3.807 1.804 -6.464 -0.15 0.34 -0.46
H -0.589 4.265 -0.357 0.18 0.12 0.12
H -2.142 5.077 -0.093 -0.07 0.06 -0.15
H 5.317 0.878 -6.173 0.47 -0.22 -0.55
H -5.086 -4.851 -2.788 -0.11 0.13 0.11
H -1.846 -3.494 -6.604 -0.05 -0.22 0.01
H 3.947 -3.001 -5.376 -0.31 -0.29 -0.23
H 6.957 -2.827 -0.200 0.61 0.38 0.08
H 1.033 2.251 9.951 -0.08 0.11 -0.01
H 4.403 -5.068 -1.130 -0.17 -0.37 0.51
H 0.243 -1.988 3.041 -0.05 0.01 -0.09
H 5.341 -5.570 -2.556 0.14 -0.87 -0.03
H -0.180 0.232 7.972 -0.11 0.11 0.06
H 4.490 -2.765 -2.132 -0.18 0.86 0.19
H 4.561 1.690 -4.863 0.12 0.49 0.30
H 6.340 -2.909 -3.589 0.92 -0.04 0.16
H -7.659 -1.628 -1.445 0.09 -0.11 0.12
H 5.507 -2.314 -5.774 0.37 -0.34 -0.42
H -2.398 8.751 3.114 0.05 -0.21 0.14
H 1.804 1.013 -2.338 -0.42 0.48 0.42
H -8.328 -0.212 -0.614 0.12 0.22 -0.05
H -3.401 -4.380 -3.047 0.18 -0.15 0.07
H -7.017 -0.670 1.406 -0.05 -0.09 0.08
H -0.270 5.372 -2.519 -0.06 -0.03 -0.09
H 3.317 1.510 -3.096 0.32 0.55 -0.05
H 7.234 0.043 1.210 -0.05 -0.23 0.09
H 5.339 -3.279 0.100 -0.83 0.15 -0.05
H -2.415 0.740 -1.564 -0.08 0.27 -0.23
H 1.550 1.027 -4.778 -0.55 0.14 -0.47
H -2.482 8.341 1.395 -0.13 0.09 -0.07
H -0.536 -3.182 -3.835 -0.12 -0.04 -0.02
H 5.886 0.520 0.169 -0.15 0.17 -0.07
```
Forces are in eV/Å.



[2]
The molecule C5H7NO in a non-equilibrium geometry, computed with wB97M-V/def2-TZVPD.

Total charge ... 0
2S+1 ... 1
Strongest force on any atom ... 1.267 eV/Å
LUMO ... 0.45 eV
Kohn-Sham gap ... 8.71 eV

```
14
Properties=species:S:1:pos:R:3:forces:R:3
O -2.992 -0.579 0.340 -0.20 -0.05 0.30
N -0.780 0.504 0.234 0.62 -0.28 0.45
C -0.247 -0.633 0.142 0.01 0.36 -0.54
C 1.125 -0.900 -0.345 0.20 -0.09 -0.23
C 2.793 1.170 -0.223 -0.30 -0.39 0.01
C -2.333 0.176 1.066 -0.29 -0.19 1.00
C 2.038 0.234 -0.249 0.46 0.40 -0.11
H -1.703 -0.240 1.930 -1.21 0.31 -0.20
H -0.232 1.354 0.247 0.44 0.03 -0.44
H -2.608 1.233 1.245 -0.20 -0.12 -0.01
H 0.909 -1.109 -1.399 0.41 -0.21 -0.15
H 1.541 -1.813 0.086 -0.02 0.13 0.00
H 3.486 1.982 -0.214 -0.13 -0.09 0.04
H -0.931 -1.481 0.295 0.19 0.19 -0.12
```
Forces are in eV/Å.